Entry 1:
Here is C52H45N4O2P4Se2Ti as an isolated structure in a non-equilibrium geometry from the OMol25 dataset. Energies are from the ωB97M-V functional and the def2-TZVPD basis.

* E_tot: -255664.6481 eV
* net charge: 0
* multiplicity: 2
* energy relative to the best compared isomer or geometry (same formula, charge and spin): 4.0751 eV
* E_HOMO (spin up / spin down): -6.45 / -5.99 eV

Last column: Mulliken charge in e.
Atoms and positions in Å:
Se -0.86 1.50 1.27  -0.640
Se 0.01 -0.94 -5.87  -0.355
Ti -0.86 -1.01 1.23  -0.865
P -0.18 0.53 -4.42  0.074
P -1.14 1.74 -0.79  0.967
P -0.77 -1.01 3.66  0.152
P 1.56 -1.01 1.32  1.025
O -2.81 -1.01 1.23  0.209
O -4.88 -1.04 2.22  -0.697
N -0.64 -2.09 -1.54  -0.629
N 1.00 -0.88 3.08  0.373
N -0.42 -1.72 -2.79  -1.019
N -0.86 -1.05 -0.77  2.459
C 1.46 0.46 3.58  -1.055
C 4.06 2.43 -4.54  -0.745
C -4.71 3.05 -2.45  -0.628
C 0.10 3.03 -1.24  1.066
C -0.51 -0.37 -2.83  0.448
C -2.23 -4.07 1.36  -0.173
C 1.34 -4.60 -0.65  -0.573
C 5.49 0.05 0.71  -0.575
C -3.80 2.36 0.09  -0.657
C -2.28 -5.17 2.22  -0.839
C -2.80 1.05 -5.30  -0.338
C -0.81 0.06 -1.53  -0.431
C 1.49 1.31 -4.45  0.298
C 2.39 3.84 -1.21  -0.688
C 3.21 2.55 -5.64  -0.779
C 4.10 -0.09 0.60  0.048
C -2.91 2.28 -1.00  0.169
C -1.14 -0.65 7.74  -0.669
C -1.74 -2.84 1.82  -0.759
C 3.64 1.74 -3.40  -0.520
C 0.66 5.19 -2.21  -0.801
C 3.39 -0.87 1.53  0.658
C -1.28 -2.68 3.13  1.122
C -1.31 2.97 -5.32  -0.309
C -1.86 -5.02 3.53  -1.141
C 5.49 -1.35 2.67  -0.693
C -5.58 3.12 -1.36  -0.667
C 1.93 1.98 -5.60  -0.406
C -3.60 3.20 -6.07  -0.600
C -3.83 1.85 -5.81  -0.802
C -0.46 -1.19 5.46  0.151
C 1.64 -3.81 2.00  -0.103
C 2.36 1.18 -3.35  0.177
C 0.65 -1.87 5.99  0.208
C -3.39 2.64 -2.26  0.378
C -1.35 -0.59 6.36  -0.846
C 1.36 -3.24 -0.32  -0.326
C 1.61 -5.16 1.67  -0.804
C 1.45 2.86 -0.89  -0.328
C -1.53 1.60 -5.06  0.542
C 6.18 -0.58 1.74  -0.744
C -5.12 2.77 -0.09  -0.830
C 0.86 -1.94 7.37  -0.737
C 1.50 -2.82 1.01  1.030
C -2.35 3.76 -5.82  -0.709
C -0.29 4.21 -1.89  -0.533
C -4.07 -1.01 1.25  -0.243
C 1.46 -5.56 0.35  -0.694
C 2.00 5.00 -1.87  -0.692
C 4.11 -1.49 2.57  -0.273
C -1.37 -3.79 3.99  -0.316
C -0.04 -1.33 8.25  -0.443
H -2.72 2.60 -3.10  0.100
H 3.59 -2.09 3.31  0.207
H 3.43 3.69 -0.94  0.493
H 1.28 2.07 -6.46  0.515
H -2.56 -4.17 0.33  0.503
H -2.17 4.81 -6.02  0.434
H -3.49 2.10 1.09  0.307
H -0.86 -2.77 1.23  -0.052
H 2.04 0.65 -2.47  0.190
H -1.72 -2.01 1.12  0.659
H 1.27 -2.51 -1.12  0.008
H -2.65 -6.12 1.86  0.430
H 2.54 0.60 3.47  0.320
H 5.05 2.86 -4.57  0.415
H 6.03 -1.84 3.47  0.428
H 1.29 0.60 4.65  0.407
H 1.37 -2.35 5.33  0.274
H -1.84 -0.17 8.42  0.389
H -2.22 -0.05 5.99  0.447
H 0.96 1.28 3.05  0.216
H -4.80 1.41 -6.00  0.419
H 3.58 0.40 -0.21  -0.011
H -1.91 -5.87 4.22  0.424
H -5.06 3.33 -3.44  0.457
H 1.74 -3.53 3.05  -0.006
H -4.56 -0.99 0.22  0.321
H 2.73 5.76 -2.12  0.414
H -1.08 -3.73 5.03  0.382
H 6.03 0.65 -0.02  0.467
H 7.26 -0.47 1.81  0.386
H -6.60 3.44 -1.51  0.387
H 1.44 -6.62 0.09  0.381
H -5.80 2.82 0.75  0.444
H -0.35 3.42 -5.13  0.438
H -1.32 4.38 -2.16  0.450
H -2.98 0.00 -5.11  0.475
H 0.13 -1.37 9.32  0.380
H 1.73 -2.46 7.76  0.422
H 1.70 -5.91 2.46  0.442
H -4.40 3.82 -6.45  0.418
H 3.54 3.07 -6.53  0.402
H 0.35 6.09 -2.72  0.455
H 1.77 1.96 -0.38  0.120
H 4.30 1.64 -2.55  0.485
H 1.22 -4.90 -1.69  0.480


Entry 2:
Here is C2H4KO3 as an isolated structure in a non-equilibrium geometry from the OMol25 dataset. Energies are from the ωB97M-V functional and the def2-TZVPD basis.

* E_tot: -24600.5768 eV
* net charge: +1
* multiplicity: 1
* energy relative to the best compared isomer or geometry (same formula, charge and spin): 0.0000 eV
* E_HOMO: -14.87 eV

Last column: Mulliken charge in e.
Atoms and positions in Å:
K 3.00 0.31 -0.52  0.992
O 0.19 -0.30 0.35  -0.303
O 0.90 1.71 0.18  -0.474
O -0.62 1.00 -1.26  -0.445
C -0.09 0.88 -0.19  0.676
C -0.80 -1.33 0.25  -0.642
H -1.36 -1.29 1.19  0.272
H 0.54 2.55 0.51  0.328
H -0.22 -2.24 0.07  0.238
H -1.53 -1.29 -0.57  0.357